# C22H38HfNO2P3

A structure of composition C22H38HfNO2P3 (ωB97M-V/def2-TZVPD, the Open Molecules 2025 dataset).

The HOMO energy (alpha / beta) comes out at -19.257 / -19.286 eV. As for the energy above the lowest of the compared OMol25 structures with the same formula, charge and spin: 2.241 eV. As for the calculated total energy: -58143.269 eV.

Structure (ORCA input):
```
! RIJCOSX wB97M-V def2-TZVPD def2/J DEFGRID3
* xyz 4 1
P 0.01931 3.16994 2.23928
C 1.80920 3.45208 2.39338
H 2.02723 4.34613 2.99487
H 2.21813 3.54834 1.37628
H 2.24566 2.56004 2.87165
C -0.61620 4.59647 1.30825
H -1.65008 4.38238 0.98910
H 0.01080 4.70419 0.40679
H -0.60506 5.52908 1.88707
C -0.60466 3.26158 3.92637
H -0.45214 4.24474 4.39758
H -0.07354 2.48196 4.50626
H -1.68170 3.01404 3.89916
P -0.11950 -3.45774 2.20066
C 1.58783 -3.85829 2.65940
H 1.63060 -4.77048 3.27207
H 1.99917 -3.00014 3.21936
H 2.16876 -3.99894 1.73064
C -1.01614 -3.29248 3.77825
H -2.07431 -3.06001 3.57640
H -0.58028 -2.44618 4.33547
H -0.94844 -4.19963 4.39132
C -0.74087 -4.92061 1.33159
H -0.74573 -5.82128 1.96501
H -0.09679 -5.09805 0.44951
H -1.76578 -4.71716 0.96842
P 0.12325 -0.66672 -3.82900
C 1.89077 -0.93809 -4.12921
H 2.09975 -1.17662 -5.18522
H 2.19702 -1.77504 -3.47459
H 2.43721 -0.03080 -3.81438
C -0.76532 -2.01645 -4.64898
H -0.54213 -2.08171 -5.72175
H -1.84811 -1.87032 -4.49308
H -0.46039 -2.95230 -4.14635
C -0.26003 0.88439 -4.68109
H -0.38381 0.76384 -5.76752
H 0.54042 1.61758 -4.47672
H -1.19786 1.27288 -4.24332
Hf -1.12358 -0.14348 0.08653
C 0.19909 -0.25403 2.00747
O 0.92143 -0.17886 2.92137
C 0.23049 -1.95208 -0.52168
O 0.92332 -2.74312 -1.03123
C -2.80064 -1.09168 -0.90210
C -2.59401 0.19914 -1.45700
C -2.54419 1.32523 -0.58429
C -2.67357 1.15532 0.82639
C -2.89122 -0.14103 1.35367
C -2.99851 -1.24666 0.48342
H -2.81348 -1.98595 -1.51457
H -2.50199 0.29417 -2.53620
H -2.47131 2.33767 -0.98599
H -2.60668 1.99837 1.51076
H -2.98770 -0.32026 2.41621
H -3.26417 -2.22019 0.88527
C 3.38900 2.08992 -1.46510
C 3.44017 0.94699 -0.67681
C 2.26232 0.35333 -0.21271
N 1.03062 0.84948 -0.52110
C 0.97904 1.99642 -1.23308
C 2.12635 2.61964 -1.73405
H 4.29982 2.55531 -1.85311
H 4.39235 0.48156 -0.39897
H 2.30875 -0.54114 0.41984
H -0.01584 2.42092 -1.41069
H 2.00785 3.51438 -2.33522
*
```